{"formula": "CH11N3O3", "method": "ωB97M-V with the def2-TZVPD basis set", "elements": ["N", "C", "N", "N", "H", "H", "H", "H", "H", "O", "H", "H", "O", "H", "H", "O", "H", "H"], "xyz": [[-0.485775, 0.933567, 0.561450], [-0.369182, -0.371848, 0.655374], [0.787664, -1.051429, 0.924750], [-1.560620, -1.235085, 0.701180], [0.288794, 1.249725, 1.138933], [0.603557, -2.057713, 1.338770], [1.734155, -1.053864, 0.605112], [-2.454759, -0.811823, 0.752219], [-1.597939, -2.083629, 0.157871], [3.596163, -0.145332, 0.137585], [3.336460, -0.233210, -0.827959], [2.920203, 0.568013, 0.347519], [-3.350045, 1.127823, -0.457791], [-3.410417, 2.050739, -0.831517], [-2.401248, 1.169154, -0.174618], [1.085770, 0.425050, -1.910374], [0.755276, 0.896115, -2.748320], [0.597028, 0.747875, -1.157284]], "forces_ev_per_angstrom": [[0.04, -1.79, 0.42], [-2.18, -0.89, 0.27], [-1.74, -4.40, 2.15], [2.86, 0.99, -0.26], [0.25, 0.73, -0.45], [0.29, 2.89, -1.16], [0.35, 1.23, -0.69], [-0.52, 0.91, -0.06], [0.51, 0.06, -0.06], [-2.26, 1.22, -1.52], [0.74, -0.13, 1.27], [1.44, -0.96, 0.09], [1.09, 1.84, -0.43], [-0.38, -1.47, 0.48], [-0.56, -0.29, 0.03], [0.25, 0.50, -2.64], [0.64, -1.01, 2.25], [-0.81, 0.56, 0.31]], "homo_ha": -0.3616, "de_lowest_kj_mol": 128.86, "gap_ev": 10.4138, "smiles": "N=C(N)N.O.O.O"}